No. 1
Below is 5 unconnected molecules or ions with the total composition C23H25Cl2N4O3S in a non-equilibrium geometry, with properties calculated with wB97M-V/def2-TZVPD.

```
58
C23H25Cl2N4O3S, DFT wB97M-V/def2-TZVPD
C -5.09784 2.35747 -3.08864
C -4.08511 3.33179 -2.51156
Cl -3.44477 4.42397 -3.81268
C -4.61058 4.20260 -1.35392
Cl -6.29477 4.71101 -1.64075
S -4.41788 3.33724 0.25891
O -5.71820 3.19897 0.87664
O -3.75044 2.05994 0.00649
O -3.59338 4.19807 1.05928
H -5.42009 1.69442 -2.27928
H -5.96070 2.83398 -3.55010
H -4.59227 1.74198 -3.83935
H -3.25803 2.73330 -2.13003
H -3.95535 5.06931 -1.29869
N 0.66814 -0.69409 0.70869
C -0.22652 0.28252 0.52544
C -1.60085 0.09558 0.58366
C -2.07228 -1.18088 0.84163
C -1.16202 -2.21045 1.03392
C 0.18893 -1.91318 0.95930
H 0.18991 1.26292 0.32175
H -2.28825 0.92506 0.43649
H -3.13780 -1.36964 0.89331
H -1.49212 -3.22089 1.23822
H 0.93683 -2.68733 1.10766
N -1.70804 2.42917 6.34701
C -0.94823 1.34737 6.17829
C -1.07581 0.47548 5.10874
C -2.05231 0.73887 4.16104
C -2.85479 1.85700 4.31551
C -2.63968 2.66622 5.42140
H -0.19958 1.17925 6.94627
H -0.42767 -0.38669 5.02064
H -2.18641 0.08384 3.31075
H -3.62656 2.09906 3.59584
H -3.23999 3.55471 5.58151
N 2.35876 0.26848 -3.11878
C 2.87055 -0.02412 -4.31315
C 3.10966 -1.31709 -4.75525
C 2.80238 -2.36728 -3.90551
C 2.27010 -2.08386 -2.65840
C 2.06642 -0.75514 -2.31351
H 3.09855 0.82907 -4.94366
H 3.52553 -1.49454 -5.73810
H 2.97540 -3.39218 -4.21119
H 2.01697 -2.87530 -1.96504
H 1.64906 -0.49631 -1.34584
N 6.90064 -4.30873 0.82235
C 7.45240 -3.74467 -0.25131
C 6.75295 -2.95933 -1.15495
C 5.40153 -2.75063 -0.93344
C 4.80839 -3.32849 0.17607
C 5.60008 -4.09387 1.01907
H 8.51150 -3.93785 -0.38630
H 7.25397 -2.52399 -2.00898
H 4.81846 -2.14435 -1.61498
H 3.75609 -3.18810 0.38448
H 5.17915 -4.56264 1.90210
```

Summary:
Charge: -1
Lowest unoccupied orbital energy: 2.1572 eV
Multiplicity: 1
E_HOMO: -5.92 eV

---

No. 2
Below is a single C23H25ClN2O molecule in a non-equilibrium geometry, with properties calculated with wB97M-V/def2-TZVPD.

```
52
C23H25ClN2O, DFT wB97M-V/def2-TZVPD
Cl -0.66971 -7.26376 -2.35479
C -0.14605 -5.68663 -1.94478
C -0.55666 -4.58726 -2.70306
C -0.21410 -3.29611 -2.30275
C 0.47208 -3.06899 -1.09059
O 0.97325 -1.80096 -0.77482
C 0.95154 -4.17345 -0.38746
C 0.66604 -5.47132 -0.82359
H -1.14883 -4.72944 -3.60005
H -0.53761 -2.46025 -2.92520
H 1.56058 -3.99283 0.49736
H 1.05905 -6.31230 -0.27039
C 4.74943 4.11025 0.14222
N 4.48227 3.09733 1.14414
C 5.11696 3.34888 2.42053
C 3.53565 2.10802 0.95557
C 3.68224 0.80705 1.50340
C 2.78209 -0.21127 1.19794
C 1.58202 0.07058 0.51194
C 0.49738 -0.98060 0.29036
C -0.92966 -0.45611 0.06576
C -1.81651 -0.99217 -0.85960
C -3.14426 -0.61071 -0.93211
C -3.61990 0.43902 -0.12723
N -4.93564 0.79055 -0.05573
C -5.33722 1.90753 0.76879
C -5.94810 0.30057 -0.96341
C -2.65902 1.13517 0.66597
C -1.35799 0.67022 0.79517
C 1.43709 1.34386 -0.02972
C 2.36534 2.35581 0.20776
H 4.79166 3.63284 -0.84167
H 3.97476 4.89205 0.10208
H 5.72075 4.57793 0.35365
H 5.01033 2.49117 3.09133
H 6.18934 3.55434 2.27731
H 4.69717 4.24227 2.92821
H 4.52647 0.63251 2.15860
H 2.97713 -1.23678 1.51635
H 0.43188 -1.52971 1.24258
H -1.48089 -1.74159 -1.54431
H -3.81311 -1.14081 -1.59605
H -4.87044 1.82756 1.75439
H -5.02358 2.86597 0.32948
H -6.42131 1.89003 0.87965
H -5.74610 -0.72299 -1.28341
H -6.91442 0.32765 -0.45267
H -6.02886 0.93704 -1.86006
H -2.98823 2.01350 1.21751
H -0.61315 1.17630 1.41581
H 0.52890 1.54087 -0.59901
H 2.15994 3.37914 -0.11142
```

Summary:
Charge: 0
Lowest unoccupied orbital energy: 0.7839 eV
Multiplicity: 1
E_HOMO: -7.36 eV
SMILES: CN(C)c1ccc(C(Oc2ccc(Cl)cc2)c2ccc(N(C)C)cc2)cc1

---

No. 3
Below is a single C23H25ClN2O4 molecule, with properties calculated with wB97M-V/def2-TZVPD.

```
55
C23H25ClN2O4, DFT wB97M-V/def2-TZVPD
C 4.24566 3.29944 1.61668
H 3.27278 3.76550 1.43330
O 4.45190 2.19159 0.77180
C 3.59731 1.14964 0.84308
C 2.51095 1.05603 1.70825
C 1.67170 -0.04119 1.67130
C 1.90601 -1.08518 0.78604
C 3.02030 -1.02875 -0.05004
C 3.83987 0.07751 -0.03081
Cl 5.18719 0.17430 -1.09822
H 3.22745 -1.84150 -0.72717
C 0.99331 -2.23148 0.67042
C -0.35964 -2.09251 0.53671
C -1.18980 -3.22268 0.20976
O -0.83211 -4.39571 0.17938
C -2.55179 -2.66636 -0.16781
O -3.53378 -3.27303 -0.53170
N -2.45156 -1.32022 -0.04846
C -3.52541 -0.42053 -0.38655
C -4.08845 0.30460 0.83842
C -5.22390 1.27488 0.48581
N -4.78983 2.66349 0.52644
C -5.92386 3.56481 0.56154
H -5.56112 4.58780 0.65003
H -6.53615 3.33970 1.43345
H -6.55440 3.49399 -0.33847
C -3.90080 3.00258 -0.56556
H -2.98869 2.41325 -0.50103
H -3.62865 4.05412 -0.48476
H -4.36036 2.83702 -1.55337
H -6.01914 1.17205 1.22686
H -5.65037 1.01139 -0.49820
H -4.45225 -0.44930 1.53800
H -3.30397 0.87530 1.33637
H -4.30553 -1.03786 -0.84033
H -3.16408 0.29793 -1.12953
C -1.17246 -0.82963 0.43558
C -0.55952 0.18652 -0.50098
C -0.16012 -0.19908 -1.77420
C 0.43240 0.71390 -2.62663
C 0.62700 2.02237 -2.21657
C 0.21351 2.41706 -0.95661
C -0.37986 1.50356 -0.10298
H -0.69914 1.81690 0.88092
H 0.34989 3.43959 -0.63694
H 1.09523 2.73321 -2.88039
H 0.74497 0.40372 -3.61214
H -0.31313 -1.21994 -2.09323
H -1.31850 -0.36679 1.42250
O 1.56435 -3.42375 0.61068
H 0.85704 -4.10931 0.45625
H 0.84480 -0.09723 2.36079
H 2.30933 1.84578 2.41363
H 5.03698 4.00511 1.37028
H 4.32613 3.01972 2.67141
```

Summary:
Charge: 0
Lowest unoccupied orbital energy: -0.3883 eV
Multiplicity: 1
E_HOMO: -8.77 eV
SMILES: COc1ccc(/C(O)=C2/C(=O)C(=O)N(CCCN(C)C)[C@@H]2c2ccccc2)cc1Cl

---

No. 4
Below is 2 unconnected molecules or ions with the total composition C23H25F2 in a non-equilibrium geometry, with properties calculated with wB97M-V/def2-TZVPD.

```
50
C23H25F2, DFT wB97M-V/def2-TZVPD
C 3.15053 4.66083 0.73632
C 4.21645 3.58528 0.50020
C 3.92317 2.68497 -0.70911
C 3.05248 1.45582 -0.38237
C 1.78627 1.71462 0.39851
C 1.25469 0.73390 1.14771
C 1.15513 3.09067 0.33829
C 1.82066 4.12652 1.26821
H 3.54136 5.40112 1.44632
H 2.96836 5.19122 -0.20870
H 5.18146 4.08519 0.33806
H 4.33297 2.97205 1.40344
H 3.44150 3.27290 -1.49976
H 4.87648 2.33108 -1.12285
H 2.79414 0.96142 -1.33607
H 3.66148 0.72433 0.17247
H 0.38044 0.93467 1.77091
H 1.74370 -0.23891 1.23218
H 1.17492 3.47622 -0.69124
H 0.10399 2.99879 0.64021
H 1.97484 3.67553 2.25769
H 1.13565 4.97231 1.41935
F -2.74800 -4.20105 3.93993
C -1.56063 -3.92945 3.30378
C -0.36837 -4.27092 3.93578
C 0.83360 -3.98689 3.27109
C 0.82724 -3.37921 2.02475
C -0.38908 -3.02617 1.38661
C -0.37971 -2.37949 0.11692
C -1.54694 -2.13648 -0.59443
C -1.61271 -1.53615 -1.84097
C -2.84320 -1.23598 -2.49275
C -4.09562 -1.48962 -1.86491
C -5.26172 -1.15564 -2.53156
F -6.45963 -1.39633 -1.90272
C -5.27332 -0.58424 -3.80067
C -4.04019 -0.34532 -4.42690
C -2.85072 -0.66445 -3.79092
C -1.60908 -3.32423 2.06027
H -0.38540 -4.74256 4.91147
H 1.78219 -4.24737 3.73847
H 1.75722 -3.15771 1.50143
H 0.57581 -2.16612 -0.36445
H -2.48833 -2.44026 -0.14154
H -0.67806 -1.28456 -2.34268
H -4.15676 -1.92787 -0.87270
H -6.21497 -0.33714 -4.27747
H -4.01934 0.09741 -5.42184
H -1.88976 -0.48242 -4.27067
H -2.57520 -3.08032 1.62690
```

Summary:
Charge: +1
Lowest unoccupied orbital energy: -6.0667 eV
Multiplicity: 1
E_HOMO: -11.49 eV

---

No. 5
Below is a molecular structure, C23H25F3N6O4PbS4Se, with properties calculated with wB97M-V/def2-TZVPD.

```
67
C23H25F3N6O4PbS4Se, DFT wB97M-V/def2-TZVPD
Pb 0.13519 -0.07230 0.39778
O -0.70983 -3.61135 -6.48161
C -0.63338 -2.37230 -6.34432
O -0.77417 -1.46603 -7.18790
C -0.38962 -1.89081 -4.89002
C -0.27677 -2.80477 -3.85037
C -0.12441 -2.34208 -2.55390
N -0.07629 -1.04603 -2.24220
C -0.15473 -0.15649 -3.24158
C -0.31622 -0.54156 -4.56540
C -0.17883 1.32423 -2.83284
O -0.57717 2.14519 -3.66697
O 0.16638 1.55636 -1.63546
H -0.33032 -3.86060 -4.07861
H -0.05625 -3.03312 -1.71872
H -0.40973 0.20699 -5.33871
F 5.78235 -1.25841 2.05923
C 5.82350 -1.14076 0.71712
F 7.11598 -0.81244 0.42505
F 5.64089 -2.36933 0.20655
C 4.86792 -0.11830 0.18250
C 5.36553 0.96340 -0.52116
C 4.50628 1.92820 -1.02664
C 3.15271 1.76308 -0.78252
N 2.66915 0.73890 -0.09710
C 3.46584 -0.24050 0.38480
S 2.68705 -1.53259 1.21046
H 6.43258 1.04757 -0.67786
H 4.86767 2.77516 -1.59254
H 2.40820 2.46736 -1.13972
S -3.85907 -0.00374 3.56701
C -2.33786 -0.30400 2.85163
S -1.03186 0.79270 3.08747
S -2.11165 -1.61314 1.75138
C 2.39612 2.28854 2.83670
N 1.28231 3.03258 3.39506
C 1.01620 3.16144 4.74068
C -0.15524 3.81290 4.85506
N -0.58770 4.08618 3.57482
C -1.87614 4.63697 3.23194
C 0.29607 3.60680 2.66611
Se 0.14017 3.61118 0.82960
H 3.12633 2.12484 3.62682
H 2.84012 2.85409 2.02041
H 2.05416 1.32430 2.45954
H 1.65839 2.73182 5.48740
H -0.74092 4.06028 5.72112
H -2.17079 5.36015 3.99182
H -2.61576 3.83462 3.17382
H -1.79493 5.11791 2.25935
N -5.13362 1.28786 -0.77425
C -4.42859 2.32038 0.07758
C -3.15239 1.65507 0.55201
N -2.32595 1.17989 -0.52359
C -2.99500 0.32283 -1.45964
C -4.29714 0.91762 -1.97625
H -6.06074 1.59703 -1.05122
H -5.24016 0.45242 -0.18799
H -5.08704 2.56516 0.91066
H -4.25843 3.18922 -0.55920
H -3.44862 0.81473 1.18751
H -2.57973 2.32884 1.18758
H -1.67124 1.85448 -0.91286
H -3.21742 -0.63478 -0.96495
H -2.36002 0.10189 -2.31394
H -4.86953 0.21328 -2.57922
H -4.12275 1.83707 -2.53487
```

Summary:
Charge: -2
Lowest unoccupied orbital energy: 2.9700 eV
Multiplicity: 1
E_HOMO: -2.00 eV

---

No. 6
Below is a molecular structure, C23H25F5I2IrN3O5PS2Se in a non-equilibrium geometry, with properties calculated with wB97M-V/def2-TZVPD.

```
68
C23H25F5I2IrN3O5PS2Se, DFT wB97M-V/def2-TZVPD
Ir 13.38602 9.14714 10.20107
I 11.79165 6.15620 10.94466
C 11.89141 6.23803 8.81336
I 13.83215 6.90078 8.20991
H 11.13600 6.91682 8.41424
H 11.80273 5.21213 8.46081
C 8.54546 10.11780 11.36244
C 10.02829 10.02721 11.21633
O 10.25290 9.82147 9.79801
P 11.61969 10.01979 9.06536
O 11.35682 9.28293 7.69345
C 10.21459 9.71768 6.82105
C 9.04027 8.76500 6.91691
O 11.76342 11.52776 8.60138
C 11.95940 12.67878 9.49221
C 10.68653 13.47991 9.63663
H 8.23849 10.37553 12.38035
H 8.01342 9.19831 11.08230
H 8.20377 10.91674 10.72816
H 10.48229 9.19934 11.75436
H 10.51462 10.95436 11.53757
H 10.63781 9.71806 5.79914
H 9.93548 10.72350 7.12915
H 9.26901 7.72055 6.73422
H 8.26872 9.08860 6.17899
H 8.59756 8.88434 7.92067
H 12.75990 13.27450 9.01521
H 12.36715 12.29557 10.43811
H 10.30104 13.79662 8.66439
H 10.85449 14.40860 10.21731
H 9.89469 12.92669 10.11740
N 15.69203 11.44139 10.38010
C 16.51932 12.19219 9.63480
C 16.13515 12.00584 8.31864
C 15.05577 11.12639 8.34957
N 14.76917 10.81675 9.61437
H 15.69113 11.35264 11.37714
H 17.28698 12.77628 10.10247
H 16.53110 12.48197 7.45697
H 14.42130 10.83783 7.54452
F 23.15823 8.26101 8.74442
C 21.89463 8.23752 9.01367
C 21.25818 9.44939 9.36494
F 21.96342 10.57860 9.37435
C 19.91362 9.46616 9.61963
F 19.29547 10.61571 9.91043
C 19.19259 8.25787 9.62834
Se 17.41669 8.30882 10.06203
C 19.85236 7.05902 9.28708
F 19.16795 5.94008 9.27145
C 21.19316 7.04850 8.98546
F 21.80524 5.96355 8.56647
O 13.04217 9.80455 12.57234
S 14.39710 9.42889 12.98194
O 15.37616 10.46686 13.05718
N 14.84686 8.36488 11.81810
C 15.42873 7.28578 12.31920
S 16.32513 6.17563 11.44770
C 15.21710 7.20156 13.80930
C 15.64299 6.17022 14.64178
C 15.37867 6.25483 16.01028
C 14.74258 7.38898 16.50383
C 14.31032 8.43980 15.68785
C 14.57103 8.30585 14.33854
H 16.16040 5.33919 14.22044
H 15.62647 5.44736 16.71560
H 14.51039 7.43629 17.55750
H 13.75904 9.26679 16.10646
```

Summary:
Charge: +2
Lowest unoccupied orbital energy (spin up / spin down): -5.9956 / -8.3023 eV
Multiplicity: 6
E_HOMO (spin up / spin down): -13.28 / -14.58 eV

---

No. 7
Below is a single C23H25FN2O3 molecule, with properties calculated with wB97M-V/def2-TZVPD.

```
54
C23H25FN2O3, DFT wB97M-V/def2-TZVPD
C -6.37830 3.05742 -1.36040
C -5.70081 1.77298 -0.96451
C -6.38442 0.56292 -1.02281
C -5.78100 -0.63821 -0.66665
C -6.55155 -1.93028 -0.70033
C -4.45592 -0.61801 -0.24928
C -3.74785 0.57386 -0.19864
C -2.32079 0.50745 0.27611
O -1.96277 -0.35575 1.05627
N -1.50389 1.44791 -0.26688
C -0.16142 1.86492 0.05782
C 0.20367 2.62450 1.31041
C 0.87834 1.31702 1.01204
C 0.72228 0.15088 1.96085
C 1.07432 -1.15398 1.25798
N 2.41379 -1.08167 0.67639
C 3.39040 -1.89201 1.14891
O 3.23049 -2.67108 2.07512
C 4.74745 -1.82721 0.49162
C 5.86711 -1.61850 1.29192
C 7.13205 -1.62689 0.73320
C 7.29788 -1.86582 -0.62488
C 6.19617 -2.09729 -1.43309
O 6.27182 -2.35030 -2.76793
C 4.93114 -2.07066 -0.85532
F 3.87039 -2.29715 -1.65038
C 2.61534 0.02796 -0.24068
C 2.28640 1.35125 0.44827
C -4.37506 1.76573 -0.54855
H -5.90355 3.91659 -0.88710
H -6.32968 3.20432 -2.44141
H -7.43051 3.05188 -1.07656
H -7.42030 0.55789 -1.34641
H -5.92788 -2.75002 -1.05637
H -6.90160 -2.19526 0.29934
H -7.42278 -1.85516 -1.35015
H -3.95495 -1.52993 0.05093
H -1.94926 2.05767 -0.93169
H 0.29758 2.25135 -0.84461
H 0.74845 3.55694 1.22700
H -0.53340 2.58673 2.10386
H 1.42212 0.30637 2.78950
H -0.28133 0.08982 2.36680
H 1.05514 -1.99464 1.94429
H 0.35324 -1.33754 0.45726
H 5.72510 -1.46704 2.35306
H 8.00136 -1.45732 1.35384
H 8.28973 -1.88223 -1.06274
H 7.19686 -2.36736 -3.03350
H 3.64202 0.03511 -0.59521
H 1.96369 -0.10964 -1.11049
H 2.40935 2.17588 -0.25824
H 2.99653 1.51353 1.26588
H -3.85124 2.71204 -0.46388
```

Summary:
Charge: 0
Lowest unoccupied orbital energy: 0.5914 eV
Multiplicity: 1
E_HOMO: -8.80 eV
SMILES: Cc1cc(C)cc(C(=O)N[C@H]2CC23CCN(C(=O)c2cccc(O)c2F)CC3)c1

---

No. 8
Below is a molecular structure, C23H25GdNO2S in a non-equilibrium geometry, with properties calculated with wB97M-V/def2-TZVPD.

```
53
C23H25GdNO2S, DFT wB97M-V/def2-TZVPD
Gd 0.67726 -0.14951 0.04756
C 2.10048 -3.92307 0.88259
C 2.45587 -2.57847 0.33223
C 2.17930 -2.23216 -1.00339
C 2.61277 -1.00840 -1.54007
C 2.38981 -0.66554 -2.99300
C 3.34710 -0.13030 -0.72016
C 3.66703 -0.47170 0.60249
C 4.61176 0.35187 1.41882
C 3.18114 -1.67806 1.12048
H 2.95432 -4.58808 0.75127
H 1.24935 -4.36261 0.37069
H 1.87984 -3.86348 1.94586
H 1.71205 -2.96196 -1.65889
H 3.28708 -0.21754 -3.41778
H 1.56696 0.04653 -3.11936
H 2.15331 -1.55911 -3.56481
H 3.80269 0.74598 -1.17034
H 4.22951 0.48122 2.42865
H 4.79790 1.32256 0.97037
H 5.56359 -0.17512 1.48213
H 3.44814 -1.95944 2.13314
S 0.24894 -0.30625 2.53745
C -3.95731 2.08099 -1.07782
O -2.92721 2.06138 -0.10715
C -1.65340 2.04468 -0.51191
C -1.23343 2.01008 -1.84328
C 0.09925 2.24173 -2.18656
C 1.04192 2.53228 -1.20824
C 0.67140 2.46100 0.14985
C -0.66353 2.16122 0.51558
N -1.05123 1.99133 1.84284
C -1.34453 0.63505 2.32230
C -2.39793 -0.11470 1.53910
C -3.66975 -0.12489 2.10871
C -4.75249 -0.73854 1.50955
C -4.57568 -1.38717 0.30081
C -3.32584 -1.41985 -0.27588
C -2.20949 -0.79931 0.30807
O -1.05323 -0.89049 -0.34920
H -4.87896 2.22767 -0.51724
H -4.00675 1.12984 -1.61320
H -3.82294 2.90439 -1.78438
H -1.95909 1.87984 -2.63025
H 0.36098 2.29487 -3.23417
H 2.03306 2.87214 -1.48562
H 1.36954 2.79987 0.91996
H -0.40638 2.43734 2.49224
H -1.71142 0.75550 3.34390
H -3.80557 0.36060 3.06245
H -5.72040 -0.71269 1.98127
H -5.40033 -1.86973 -0.19893
H -3.16547 -1.94175 -1.20872
```

Summary:
Charge: +1
Lowest unoccupied orbital energy (spin up / spin down): -2.9788 / -4.3932 eV
Multiplicity: 8
E_HOMO (spin up / spin down): -10.86 / -10.88 eV